# 1
This record from OMol25 describes a structure of composition C39H37N13O2SSn in a non-equilibrium geometry. The level of theory is the ωB97M-V functional and the def2-TZVPD basis.

Last column: Mulliken charge in e.
CARTESIAN COORDINATES (ANGSTROEM)
H1 -3.26820 -0.16425 3.67489  0.27
C1 0.36822 -2.75463 2.06742  0.33
C2 -0.48936 1.38422 3.86570  -0.34
H2 0.06083 1.93601 -0.07747  0.41
H3 1.65419 -0.95750 -5.68703  0.45
C3 6.88379 -3.38960 3.62666  -0.46
C4 -0.93486 3.62679 0.80366  -1.14
C5 6.34455 -1.62920 1.62534  -0.65
C6 -1.86621 -3.21864 1.83960  -0.12
H4 -0.01848 4.08323 1.16305  0.53
C7 -6.67904 2.55571 -2.67305  -0.61
N1 1.61643 -2.14612 0.08937  0.10
C8 4.06969 -2.56453 1.26102  0.79
C9 -0.88414 2.43254 0.10405  0.71
C10 -2.15875 4.24650 1.02504  -0.95
N2 -1.94950 0.61877 -1.06906  0.77
N3 2.31996 0.94665 1.64153  0.09
H5 -2.72622 -3.29707 1.18095  0.43
H6 2.93267 -3.04375 3.03011  0.55
C11 -3.18829 -1.17598 -1.82023  0.58
H7 8.28842 -0.84922 2.14294  0.38
C12 -1.15783 0.16120 1.93978  -0.73
H8 3.00162 1.53527 2.08833  0.33
C13 -2.89372 0.84375 3.52178  -0.90
N4 -0.94204 -3.11411 4.01693  -0.63
C14 1.81364 1.22268 -2.21575  1.09
C15 1.10269 0.86226 2.17890  -0.16
C16 1.87525 -1.16659 -4.64664  -0.64
H9 2.97303 2.97104 -2.68400  0.50
H10 -0.80138 1.83325 4.80028  0.56
H11 7.13315 -4.07330 4.43302  0.38
C17 0.63486 1.72731 -3.04272  -1.28
H12 0.11713 2.53415 -2.52433  0.38
C18 3.96880 -2.27327 -0.09890  -0.83
H13 -2.19890 5.18750 1.56187  0.44
C19 2.71144 2.38082 -1.80324  -1.54
C20 -2.06134 1.84763 -0.36253  0.18
C21 0.79668 1.41841 3.45753  -1.32
C22 -5.72157 3.11738 -3.50522  -0.59
H14 4.86071 -2.23083 -0.71030  0.80
H15 -4.19500 2.02701 -0.54362  0.41
N5 -3.03788 0.12189 -1.35978  -0.41
C23 -4.56844 1.00855 -3.61808  -0.21
C24 -5.51489 0.46575 -2.75348  0.61
H16 1.56678 1.88277 4.06127  0.54
C25 -4.67623 2.33463 -3.99238  -0.65
H17 -0.07823 0.91064 -3.21524  0.09
C26 2.71775 -2.06287 -0.64670  0.43
H18 2.41504 0.56069 -2.85056  -0.21
C27 3.44592 -1.49204 -3.01873  -0.23
C28 2.45340 -1.72074 -2.07843  0.05
H19 4.96988 -4.28064 3.21823  0.49
S1 -1.95585 -2.33515 -1.95974  -0.37
C29 1.67201 -2.53721 1.37041  -0.03
C30 -3.33327 3.67119 0.54320  -0.81
C31 -3.29089 2.47798 -0.15023  -0.68
O1 -2.03085 -0.42071 1.28172  -0.49
H20 1.03446 -2.50927 4.12225  0.47
N6 7.79289 -2.45109 3.34455  -0.55
C32 0.22164 -2.77941 3.44812  -0.09
H21 -7.50412 3.15831 -2.30961  0.40
N7 1.15922 -1.61759 -2.43521  0.00
N8 0.13276 0.22085 1.49153  1.38
H22 -6.30540 -1.41728 -2.29313  0.27
H23 -5.79498 4.15941 -3.79282  0.44
C33 -6.58974 1.22103 -2.30850  -0.33
H24 -0.18216 -1.26486 -3.97110  0.52
C34 7.52886 -1.59645 2.35201  -0.42
H25 3.63454 2.01094 -1.34729  0.35
O2 1.41283 0.51617 -1.03120  0.36
H26 -3.95113 2.75734 -4.67833  0.43
H27 -2.99281 1.41607 4.43722  0.42
N9 -4.42667 -1.64380 -2.04857  -0.73
H28 0.97882 2.10028 -4.00989  0.40
N10 3.15847 -1.22465 -4.29654  -0.56
N11 -0.70229 -2.90391 1.27843  -0.08
N12 -5.43877 -0.90465 -2.33530  0.21
C35 -1.96809 -3.39613 3.21665  -0.61
N13 -1.47463 0.80200 3.12531  0.53
H29 6.15806 -0.89251 0.84994  0.45
H30 -3.78146 0.38411 -4.02813  0.49
H31 2.35810 0.80112 0.62209  -0.31
H32 4.49984 -1.50858 -2.76122  0.45
C36 2.89181 -2.74941 1.98818  -0.88
C37 5.39040 -2.58806 1.94315  0.30
H33 -3.47720 1.30740 2.73080  0.26
Sn1 -0.13719 -0.83768 -0.71696  0.67
H34 2.19258 3.02517 -1.08597  0.24
C38 5.67049 -3.49271 2.95712  -0.45
H35 -7.33649 0.77777 -1.65459  0.42
H36 -4.28240 4.16629 0.70955  0.50
C39 0.86830 -1.34357 -3.70636  -0.06
H37 -2.88567 -3.73886 3.68669  0.44

ΔE to the lowest compared entry with this formula, charge and spin = 105.70 kJ/mol
HOMO energy (alpha / beta) = -0.4551 / -0.4554 hartree
F_max = 2.734 eV/Å
total charge = +2



# 2
This record from OMol25 describes a structure of composition C39H37N2OPdS3Te in a non-equilibrium geometry. The level of theory is the ωB97M-V functional and the def2-TZVPD basis.

Last column: Mulliken charge in e.
CARTESIAN COORDINATES (ANGSTROEM)
H1 -7.27390 0.69060 -0.40560  0.39
S1 1.81900 -2.16920 3.48390  -0.36
H2 -1.14970 5.42160 -0.61970  0.55
C1 1.10020 3.95320 -2.66690  -0.39
C2 -1.20350 -2.62200 -0.27020  0.07
H3 2.75710 -5.25380 0.32800  0.38
C3 1.07840 -1.18890 2.37340  0.14
H4 -0.05710 -1.42910 -3.20040  0.65
C4 -2.69260 -4.24020 -2.68270  -1.13
C5 -5.58330 -6.27330 -1.35760  0.90
C6 -2.70690 1.30510 0.37910  0.43
H5 0.94690 6.06190 0.26410  0.51
C7 -5.82110 3.07870 1.48620  -0.60
H6 -7.46400 -7.22720 -1.75070  0.35
H7 0.43530 2.21900 2.13910  0.42
H8 -3.70000 3.27950 1.76850  0.45
C8 -3.80720 -4.68810 -1.78580  1.34
C9 1.35590 -3.76550 -0.30250  0.95
H9 -6.13610 -7.82510 -2.74280  0.34
H10 -1.73770 -4.31980 -2.16570  0.09
S2 -0.56490 -0.70960 2.50860  -0.41
Te1 -3.19010 -1.86360 -0.27210  0.76
H11 -0.01990 6.49520 -4.59840  0.36
H12 -7.86950 2.61760 1.02690  0.35
N1 0.80080 2.11750 -0.46870  -0.83
C10 -6.83030 2.34640 0.88010  -0.33
H13 -4.28720 -6.35210 -3.05030  0.21
C11 -4.53490 -5.81780 -2.13880  -1.07
C12 -1.80900 -4.04380 1.73030  -1.92
H14 -2.35090 -3.19800 2.15540  0.31
H15 -5.04270 -4.35040 2.29970  0.27
C13 -4.50000 2.72480 1.30000  -0.39
H16 -2.53050 -4.73080 1.28470  0.26
C14 0.45730 3.92810 3.42430  -0.88
S3 1.89770 -0.54340 1.01240  -0.35
C15 -5.86370 -5.57810 -0.19370  -0.79
C16 0.07630 5.83890 -3.74230  -0.41
C17 -0.84480 -3.57410 0.68520  1.18
H17 -4.92460 0.08140 -0.75330  0.64
H18 1.51310 4.55540 -4.67880  0.36
C18 -6.40240 -7.47280 -1.74860  -1.51
H19 0.47820 5.79700 4.49210  0.36
H20 -1.38950 6.88690 -2.58410  0.37
Pd1 -0.21190 0.61010 0.46710  -0.02
C19 0.54830 5.30980 3.52620  -0.40
C20 0.62630 4.05440 1.01030  0.59
C21 0.42570 -4.13040 0.65550  -1.02
H21 3.46020 -3.66050 0.02990  0.29
C22 0.99410 -2.79890 -1.22410  -1.01
C23 -5.17320 0.91700 -0.11510  -0.25
H22 -6.07080 3.92490 2.11360  0.37
H23 -0.15800 -0.18750 -1.92600  0.31
C24 -5.14360 -4.44710 0.17270  1.97
H24 -2.83790 -3.19220 -2.95080  0.16
C25 0.59320 3.36570 -0.29570  -0.06
C26 -5.50690 -3.80100 1.48020  -2.01
C27 0.51150 3.31110 2.19320  0.00
O1 -1.89240 2.15400 0.87540  -0.59
H25 2.99790 -4.68260 -1.33950  0.36
N2 -2.24770 0.25380 -0.20840  -0.25
H26 -6.58550 -3.81840 1.63380  0.52
C28 0.94950 4.76080 -3.77610  -0.58
C29 2.72440 -4.38270 -0.32560  -1.66
C30 -0.53570 5.25940 -1.49340  -0.53
H27 -1.62090 -1.05860 -2.42050  0.17
C31 -6.49710 1.26910 0.07620  -1.04
H28 1.71040 -2.48220 -1.97070  0.33
H29 -1.27900 -4.55210 2.53430  0.44
C32 0.78790 5.44270 1.13670  -0.38
H30 -6.25280 -8.29090 -1.04330  0.30
C33 -4.15780 1.63300 0.50390  0.41
C34 -0.54750 -1.16690 -2.26220  -2.24
C35 0.38610 4.21020 -1.49300  0.68
H31 -5.15100 -2.77440 1.51300  0.16
H32 -2.64180 -4.84160 -3.59010  0.33
H33 0.84420 7.13640 2.43770  0.36
H34 -6.67090 -5.92730 0.44210  0.35
H35 0.33020 3.32630 4.31440  0.43
H36 0.69810 -4.85800 1.40860  0.24
C36 -0.26430 -2.20560 -1.21470  1.59
C37 0.73980 6.05690 2.37310  -0.68
C38 -0.67920 6.06870 -2.60110  -0.70
H37 1.78350 3.11620 -2.68140  0.42
C39 -4.09640 -3.96620 -0.62130  -1.37

⟨S²⟩ = 0.814
HOMO energy (alpha / beta) = -0.0634 / -0.0494 hartree
F_max = 2.212 eV/Å
total charge = -2
spin multiplicity = 2



Question: Among the records above, which one has the highest total charge?
Answer: C39H37N13O2SSn



Question: Which value of F_max does entry 2 give?
Answer: 2.212 eV/Å



Question: What is the formula in the second record?
Answer: C39H37N2OPdS3Te



Question: The lowest total charge belongs to which entry?
Answer: C39H37N2OPdS3Te